Below is C36H44AsGeN5NiO5SSe as an isolated structure, with properties calculated with ωB97M-V/def2-TZVPD.

Geometry (Å):
Ni  -1.01994  0.49082  -0.66513
C  1.52640  -2.69822  4.66111
C  0.81305  -1.52142  4.85667
C  0.95928  -0.46523  3.96978
C  1.82671  -0.56294  2.88398
C  2.52440  -1.74711  2.68482
C  2.37816  -2.80762  3.57245
As  1.91418  0.92727  1.61189
C  3.76570  0.72863  1.03836
C  4.24228  -0.12008  0.04820
C  5.59715  -0.10418  -0.26370
C  6.46425  0.75843  0.39439
C  5.98780  1.61979  1.37133
C  4.63472  1.61036  1.69864
C  3.99723  2.47889  2.70617
C  4.63090  3.46536  3.45730
C  3.89873  4.22254  4.36038
C  2.53272  4.01540  4.50713
C  1.89327  3.04277  3.74758
C  2.62253  2.26183  2.86234
H  1.41445  -3.52503  5.35284
H  0.13705  -1.42669  5.69887
H  0.37503  0.43610  4.11891
H  3.17674  -1.85002  1.82673
H  2.93313  -3.72365  3.40563
H  3.56513  -0.77474  -0.48464
H  5.97060  -0.76095  -1.03980
H  7.51768  0.76416  0.13960
H  6.67062  2.29439  1.87467
H  5.69280  3.64826  3.34207
H  4.39484  4.98634  4.94727
H  1.96565  4.61891  5.20601
H  0.82066  2.90968  3.84087
O  1.35086  -1.12267  -0.34009
S  1.15771  -0.60932  -1.71455
O  2.13133  -1.14757  -2.64917
O  1.19889  0.88283  -1.66642
O  -0.25929  -0.92981  -2.14526
O  -2.94925  1.22745  -1.94735
N  -2.32838  2.09256  -2.68529
C  -2.73715  3.37959  -2.70765
C  -2.05445  4.32719  -3.43890
C  -0.92814  3.96411  -4.15946
C  -0.52126  2.63916  -4.11772
C  -1.22734  1.71630  -3.38194
H  -3.60419  3.57088  -2.09469
H  -2.41085  5.34786  -3.41865
H  -0.37152  4.69684  -4.72718
H  0.36588  2.29454  -4.63014
H  -0.95253  0.67287  -3.26738
N  0.51029  3.29374  -0.61342
C  -0.54299  3.33107  0.23405
C  -0.79357  4.47355  1.02685
C  -1.92200  4.51783  1.80397
C  -2.80561  3.43788  1.80202
C  -2.47454  2.34776  1.02706
N  -1.37544  2.27624  0.26951
H  1.25713  3.93905  -0.41744
H  0.80197  2.37854  -0.99014
H  -0.09432  5.29978  1.00445
H  -2.12440  5.39086  2.41391
H  -3.70440  3.43502  2.40202
H  -3.09157  1.45876  1.00846
C  -0.18419  -3.60927  0.74021
N  -0.85676  -2.89656  1.82758
C  -1.68145  -3.68084  2.72068
C  -1.11034  -1.61387  1.67625
N  -1.30522  -0.48825  1.52120
H  0.48165  -4.35314  1.18064
H  0.38501  -2.89836  0.14174
H  -0.92744  -4.10476  0.10821
H  -1.06020  -4.43795  3.20454
H  -2.49221  -4.18267  2.18028
H  -2.10582  -3.04137  3.49157
C  -3.45583  -5.14838  -3.25024
Ge  -2.53496  -3.54747  -3.92471
C  -3.11204  -3.27294  -5.79094
C  -0.59736  -3.79548  -3.85785
C  -3.17665  -1.98546  -2.92253
Se  -3.03526  -2.13153  -0.98736
C  -4.85153  -1.59058  -0.55321
H  -3.05679  -6.04225  -3.73326
H  -4.52805  -5.09731  -3.45124
H  -3.31455  -5.24104  -2.17313
H  -2.87844  -4.14976  -6.39828
H  -2.59953  -2.41374  -6.22640
H  -4.18759  -3.09370  -5.84652
H  -0.35104  -4.77709  -3.44769
H  -0.12765  -3.02435  -3.24935
H  -0.18360  -3.73943  -4.86635
H  -4.23937  -1.88007  -3.15492
H  -2.67282  -1.06409  -3.20925
H  -5.57810  -2.25342  -1.02234
H  -5.02406  -0.56248  -0.86855
H  -4.96254  -1.65730  0.52905

Calculated values
Charge = -1
E_LUMO (spin up / spin down) = 2.43 / 2.43 eV
E_tot = -290314.6456 eV
Energy relative to the best compared isomer or geometry (same formula, charge and spin) = 1.76 kcal per mole
HOMO energy (spin up / spin down) = -4.3 / -3.5 eV
Strongest force on any atom = 0.0129 hartree/bohr
2S+1 = 2
Frontier orbital gap (spin up / spin down) = 6.76 / 5.97 eV

Results of the Löwdin charge analysis, in e, for atoms 1 through 2: 0.26 -0.12